A cluster of 2 separate species, C3H10NOS in total. Source: the OMol25 dataset; level of theory: ωB97M-V with the def2-TZVPD basis set.

Structure (XYZ):
```
16
Properties=species:S:1:pos:R:3:forces:R:3:lowdin_charge:R:1
C -0.625 -1.075 1.887 -0.1 0.1 -0.1 -0.11
C 0.219 -1.245 0.637 0.1 -0.3 0.2 -0.57
C -0.230 -0.265 -0.462 0.1 0.3 -0.6 -0.72
S 0.670 1.330 -0.465 -0.2 0.2 -0.1 0.14
N 1.627 -1.144 1.035 0.1 0.0 0.1 -0.03
H -1.687 -1.061 1.651 -0.1 -0.1 -0.1 0.06
H -0.394 -0.091 2.294 0.0 0.0 0.3 0.07
H -0.441 -1.865 2.617 0.1 0.1 0.1 0.06
H 0.126 -2.274 0.287 -0.4 -0.1 -0.3 0.11
H -0.136 -0.728 -1.452 0.3 -0.1 0.1 0.03
H -1.301 -0.070 -0.381 -0.1 -0.1 0.3 0.02
H 2.159 -0.988 0.187 0.1 0.0 -0.1 0.03
H 1.718 -0.244 1.497 0.0 0.1 0.0 0.01
H 0.049 3.713 -3.100 0.0 -0.1 0.1 0.02
H -0.956 2.627 -2.815 0.3 0.3 -0.1 0.00
O -0.798 3.381 -3.416 -0.1 -0.3 0.2 -0.12
```
Forces are in eV/Å.

Computed properties:
HOMO-LUMO gap: 0.24803 Ha
Energy above the lowest of the compared OMol25 structures with the same formula, charge and spin: 5.3 kcal per mole
Charge: -1

A structure of composition C37H42MnN9O. Source: the OMol25 dataset; level of theory: ωB97M-V with the def2-TZVPD basis set.

Structure (XYZ):
```
90
Properties=species:S:1:pos:R:3:forces:R:3:lowdin_charge:R:1
Mn -0.522 -0.586 -0.320 0.1 0.1 -0.3 0.70
C 1.683 -4.202 -1.498 0.0 0.1 0.0 -0.05
C 1.374 -2.855 -1.238 0.1 -0.1 0.0 -0.12
N 0.148 -2.449 -1.008 -0.1 0.1 0.2 0.06
C -0.881 -3.345 -1.012 0.0 0.0 0.0 -0.13
C -0.657 -4.719 -1.227 0.0 -0.1 0.0 -0.17
C 0.672 -5.118 -1.484 0.0 -0.1 0.0 -0.02
C -1.740 -5.631 -1.165 0.0 0.1 0.0 -0.09
C -2.984 -5.133 -0.875 0.0 0.0 0.0 -0.11
C -3.235 -3.768 -0.678 0.0 0.1 0.0 -0.04
C -2.213 -2.813 -0.764 0.0 -0.2 -0.1 -0.22
N -2.253 -1.483 -0.615 0.0 0.1 0.1 -0.01
C -3.379 -0.684 -0.394 0.1 0.0 -0.1 -0.21
C -4.694 -0.957 -0.782 0.0 0.1 0.1 -0.06
C -5.707 -0.042 -0.502 0.0 0.0 0.0 -0.13
C -5.435 1.140 0.162 0.0 0.0 0.0 -0.08
C -4.119 1.471 0.537 0.0 0.0 -0.1 -0.21
C -3.774 2.665 1.237 0.0 0.0 0.0 -0.09
C -2.428 2.866 1.589 0.0 0.0 0.0 -0.14
C -1.475 1.948 1.219 0.0 0.0 0.1 -0.18
N -1.754 0.812 0.524 -0.2 0.2 0.0 -0.02
C -3.081 0.559 0.221 -0.1 0.0 0.0 -0.19
H 2.710 -4.484 -1.685 0.0 0.0 0.0 0.10
H 2.149 -2.100 -1.208 0.0 0.0 0.0 0.10
H 0.873 -6.170 -1.659 0.0 0.0 0.0 0.11
H -1.567 -6.687 -1.325 0.0 0.0 0.0 0.09
H -3.822 -5.818 -0.796 0.0 0.0 0.0 0.10
H -4.237 -3.458 -0.428 0.0 0.0 0.0 0.08
H -4.923 -1.850 -1.343 0.0 0.0 0.0 0.08
H -6.721 -0.263 -0.816 0.0 0.0 0.0 0.09
H -6.234 1.839 0.389 0.0 0.0 0.0 0.09
H -4.543 3.383 1.494 0.0 0.0 0.0 0.08
H -2.122 3.745 2.147 0.0 0.0 0.0 0.08
H -0.436 2.095 1.486 0.0 0.0 0.0 0.09
C -3.420 -0.403 3.282 0.0 0.0 0.0 -0.02
N -2.046 -0.662 3.723 -0.1 -0.3 0.1 -0.18
C -1.563 0.102 4.861 0.0 0.1 0.0 -0.05
C -1.172 -1.024 2.802 -0.1 0.4 0.0 -0.24
N -0.445 -1.297 1.949 0.2 -0.6 0.1 0.20
H -4.100 -0.654 4.097 0.0 0.0 0.0 0.09
H -3.646 -1.025 2.419 0.0 0.0 0.0 0.10
H -3.544 0.643 2.989 0.0 0.0 0.1 0.08
H -2.146 -0.157 5.746 0.0 0.0 0.0 0.08
H -1.651 1.177 4.674 0.0 0.0 0.0 0.09
H -0.519 -0.141 5.044 0.0 0.0 0.0 0.09
C 0.414 5.236 -0.215 0.0 0.0 0.0 -0.08
N 0.674 4.083 -1.048 0.1 0.0 0.0 -0.13
C -0.463 3.535 -1.775 0.0 0.0 0.0 -0.06
C -0.255 2.039 -1.727 0.1 0.1 -0.1 -0.47
O -0.968 1.184 -2.233 -0.1 -0.2 -0.1 0.03
N 0.849 1.826 -0.990 0.1 0.1 0.1 -0.04
C 1.449 3.021 -0.529 -0.1 -0.2 0.0 -0.30
N 1.973 3.053 0.782 -0.1 0.1 -0.1 0.11
H 0.129 6.084 -0.842 0.0 0.0 0.0 0.08
H 1.308 5.499 0.343 0.0 0.0 0.0 0.07
H -0.395 5.045 0.503 0.0 0.0 0.0 0.07
H -0.506 3.877 -2.813 0.0 0.0 0.0 0.13
H -1.419 3.764 -1.286 0.0 0.0 0.0 0.13
H 1.647 2.237 1.295 0.0 -0.1 0.0 0.05
H 2.983 2.995 0.769 0.1 0.0 0.0 0.08
C 2.569 2.182 -3.659 0.0 0.0 0.0 -0.05
C 2.748 0.694 -3.321 0.1 0.0 0.0 -0.36
C 1.565 -0.191 -3.713 0.0 0.0 0.0 -0.06
C 3.304 0.417 -1.920 0.0 0.0 0.0 -0.12
C 4.680 0.185 -1.911 0.0 0.0 0.0 -0.07
C 5.373 -0.218 -0.786 0.1 0.0 0.0 -0.10
C 4.660 -0.414 0.379 0.0 0.0 0.0 -0.07
C 3.294 -0.168 0.445 0.1 -0.1 -0.1 -0.16
C 2.619 -0.436 1.778 -0.1 0.1 -0.1 -0.40
C 2.698 -1.920 2.136 0.0 0.0 0.1 -0.07
C 3.217 0.399 2.915 0.0 0.0 0.0 -0.07
C 2.578 0.288 -0.696 0.0 0.0 0.1 -0.18
N 1.200 0.563 -0.505 0.2 -0.1 -0.2 -0.03
H 1.997 2.294 -4.585 0.0 0.0 0.0 0.08
H 3.546 2.648 -3.811 0.0 0.0 0.0 0.07
H 2.075 2.747 -2.877 -0.1 0.0 0.0 0.04
H 3.559 0.363 -3.977 0.0 0.0 0.0 0.11
H 0.696 -0.065 -3.080 -0.1 0.1 0.1 0.04
H 1.862 -1.241 -3.684 0.0 0.0 0.0 0.07
H 1.261 0.039 -4.738 0.0 0.0 0.0 0.08
H 5.217 0.296 -2.848 0.0 0.0 0.0 0.10
H 6.440 -0.404 -0.827 0.0 0.0 0.0 0.09
H 5.172 -0.767 1.268 0.0 0.0 0.0 0.10
H 1.569 -0.170 1.667 0.1 0.0 0.1 0.07
H 3.742 -2.240 2.214 0.0 0.0 0.0 0.07
H 2.201 -2.538 1.389 0.0 0.0 0.0 0.06
H 2.212 -2.113 3.096 0.0 0.0 0.0 0.07
H 4.234 0.080 3.157 0.0 0.0 0.0 0.07
H 2.615 0.285 3.821 0.0 0.0 0.0 0.07
H 3.256 1.461 2.668 0.0 0.0 0.0 0.06
```
Forces are in eV/Å.

Computed properties:
HOMO-LUMO gap (alpha / beta): 0.16226 / 0.23100 Ha
Energy above the lowest of the compared OMol25 structures with the same formula, charge and spin: 75.3 kcal per mole
Charge: -1
2S+1: 6

A structure of composition C18H34AlBrF9N2O4S2 in a non-equilibrium geometry. Source: the OMol25 dataset; level of theory: ωB97M-V with the def2-TZVPD basis set.

Structure (XYZ):
```
71
Properties=species:S:1:pos:R:3:forces:R:3:lowdin_charge:R:1
O 7.041 -0.616 1.904 -4.9 4.8 -6.3 -0.14
C 6.335 0.037 0.952 3.7 -5.0 3.1 -0.69
Br 5.688 1.945 1.237 0.7 -1.6 -0.2 0.56
C 5.976 -0.640 -0.535 1.0 1.5 0.6 -0.23
Al 3.978 -1.262 -0.533 1.2 -2.6 2.4 -0.04
O 3.792 -3.138 -0.689 -0.4 1.7 1.9 -0.29
S 3.222 -0.752 1.613 -0.7 1.0 -0.8 0.38
S 2.664 -0.052 -1.955 -5.7 4.4 2.7 0.75
O 2.704 1.436 -1.436 1.0 -4.5 -2.2 -0.43
O 1.162 -0.506 -1.861 4.9 0.5 -1.3 -0.42
C 3.295 -0.035 -3.759 -0.9 3.0 -2.1 -0.27
F 4.570 0.710 -3.848 -3.5 -2.7 0.1 0.00
F 2.279 0.811 -4.492 3.3 -2.6 2.0 -0.02
C 3.305 -1.526 -4.439 -3.2 -0.4 -1.2 -0.11
F 2.243 -1.489 -5.515 3.5 -0.4 3.2 0.02
F 2.800 -2.523 -3.446 2.3 3.2 -3.4 0.03
C 4.688 -1.951 -5.196 0.0 -1.4 -2.9 -0.08
F 4.362 -3.185 -6.004 1.1 3.9 2.7 0.02
F 5.150 -0.943 -6.210 -1.7 -3.2 3.7 0.04
C 5.948 -2.351 -4.241 3.9 -1.8 1.2 -0.14
F 5.629 -3.186 -3.063 0.7 3.2 -4.3 0.06
F 6.779 -1.219 -3.767 -3.3 -3.7 -1.7 0.05
F 6.868 -3.191 -5.097 -3.0 2.9 2.8 0.02
H 6.121 0.211 -1.350 -0.1 -1.7 1.8 0.07
H 6.710 -1.533 -0.715 -1.3 1.8 0.5 0.08
H 3.463 -3.499 0.201 0.6 0.9 -2.0 0.03
H 2.675 0.538 1.489 0.7 -1.4 -0.1 -0.17
C -3.471 -1.226 4.508 0.0 -0.1 0.1 -0.10
C -2.861 -1.161 3.111 0.3 -0.1 0.2 -0.27
N -1.429 -1.471 3.072 0.1 0.2 0.0 -0.18
C -0.795 -1.125 1.796 0.1 0.2 0.0 -0.24
C -1.252 -1.882 0.552 0.0 0.0 -0.3 -0.08
C -1.028 -2.759 3.639 -0.1 0.2 0.3 -0.25
C -1.653 -4.019 3.048 0.0 -0.4 -0.1 -0.09
H -2.926 -0.582 5.207 0.0 -0.1 -0.1 0.08
H -4.510 -0.883 4.476 0.1 0.0 0.0 0.07
H -3.477 -2.246 4.903 0.0 0.1 0.0 0.06
H -3.013 -0.138 2.746 0.3 -0.1 -0.1 0.11
H -3.433 -1.819 2.446 -0.2 0.0 -0.1 0.10
H 0.293 -1.228 1.890 -0.2 -0.1 0.1 0.07
H -0.957 -0.054 1.616 -0.1 -0.1 0.2 0.10
H -0.859 -2.900 0.532 -0.1 0.0 0.0 0.06
H -0.872 -1.379 -0.344 0.0 0.0 0.1 0.06
H -2.341 -1.922 0.464 0.0 0.0 0.0 0.06
H -1.250 -2.745 4.713 -0.1 0.1 -0.1 0.10
H 0.064 -2.854 3.596 -0.2 0.3 -0.2 0.12
H -2.731 -3.925 2.899 0.1 0.0 0.0 0.06
H -1.493 -4.862 3.729 0.0 0.1 0.0 0.07
H -1.192 -4.290 2.097 -0.2 0.0 0.0 0.05
C -1.547 2.717 -1.374 0.0 0.0 -0.1 -0.08
C -2.376 2.618 -0.098 0.1 0.2 -0.1 -0.27
N -3.028 3.872 0.288 -0.1 0.2 0.4 -0.19
C -3.572 3.849 1.649 0.4 0.0 -0.1 -0.25
C -4.708 2.873 1.940 -0.3 -0.1 0.2 -0.10
C -3.892 4.490 -0.720 0.4 0.0 -0.1 -0.25
C -5.057 3.665 -1.256 -0.4 0.0 -0.2 -0.09
H -0.806 3.521 -1.303 -0.1 -0.1 0.0 0.08
H -1.008 1.779 -1.542 -0.1 0.1 0.1 0.07
H -2.172 2.894 -2.254 0.0 0.0 0.0 0.06
H -1.690 2.314 0.703 -0.3 0.2 0.1 0.11
H -3.102 1.804 -0.212 0.0 -0.2 0.0 0.10
H -3.896 4.860 1.928 0.0 0.0 -0.2 0.11
H -2.749 3.622 2.339 0.0 0.0 -0.2 0.11
H -5.652 3.214 1.511 0.0 -0.1 0.0 0.05
H -4.861 2.798 3.021 0.0 0.0 -0.1 0.07
H -4.497 1.865 1.572 0.0 0.1 0.0 0.06
H -3.268 4.786 -1.572 0.1 -0.2 0.1 0.10
H -4.282 5.440 -0.334 0.1 -0.2 0.2 0.11
H -4.771 2.638 -1.498 0.0 0.1 0.1 0.07
H -5.436 4.120 -2.177 0.0 0.0 0.1 0.07
H -5.891 3.638 -0.552 0.1 -0.1 0.0 0.05
```
Forces are in eV/Å.

Computed properties:
HOMO-LUMO gap: 0.27462 Ha
Charge: -1

A cluster of 3 separate species, C9H13Cl2F2O6P in total. Source: the OMol25 dataset; level of theory: ωB97M-V with the def2-TZVPD basis set.

Structure (XYZ):
```
33
Properties=species:S:1:pos:R:3:forces:R:3:lowdin_charge:R:1
C -0.062 -2.480 -3.028 0.3 -0.4 -0.1 -0.14
C 0.848 -2.798 -1.891 0.0 0.8 0.5 -0.83
Cl 1.507 -4.410 -1.919 0.1 -0.2 0.0 0.64
C 1.250 -1.990 -0.905 -0.1 -0.5 -0.4 -0.89
P 2.474 -2.411 0.540 0.3 0.0 0.6 0.65
Cl 0.681 -0.340 -0.870 -0.1 0.1 -0.1 0.62
H 0.545 -2.264 -3.904 0.0 0.1 -0.2 0.09
H -0.692 -1.632 -2.802 -0.1 0.2 0.0 0.04
H -0.675 -3.340 -3.278 -0.1 -0.1 0.0 0.07
H 1.786 -3.617 0.777 0.0 -0.1 -0.2 -0.03
H 3.565 -2.253 -0.347 -0.1 -0.1 -0.1 -0.01
H 2.025 -1.267 1.234 0.0 0.0 -0.1 -0.05
H 3.405 -2.731 1.621 0.0 0.0 0.0 -0.10
C 1.570 3.123 0.200 -0.2 0.0 -0.2 -0.07
C 1.747 2.778 1.662 0.2 0.0 0.0 -0.31
O 2.602 3.813 2.114 -0.3 0.0 0.0 0.13
C 2.399 4.903 1.317 0.0 -0.1 -0.1 -0.55
O 2.773 5.996 1.560 0.1 0.2 0.0 0.19
O 1.698 4.548 0.212 0.0 -0.1 0.0 0.07
F 2.360 1.581 1.838 0.1 0.1 0.0 0.06
H 2.364 2.689 -0.409 0.1 -0.1 0.1 0.14
H 0.603 2.824 -0.196 -0.1 0.2 0.0 0.13
H 0.825 2.791 2.245 0.0 -0.1 0.0 0.17
C -3.463 -0.529 -0.547 0.0 0.1 -0.2 -0.05
C -4.347 -0.856 0.636 0.1 -0.1 0.1 -0.31
O -3.554 -0.434 1.732 -0.2 0.2 -0.1 0.14
C -2.725 0.554 1.292 0.0 -0.1 -0.1 -0.56
O -2.102 1.277 1.989 0.2 0.1 0.1 0.18
O -2.723 0.595 -0.061 -0.1 -0.1 0.0 0.05
F -4.591 -2.184 0.744 0.1 0.0 0.0 0.08
H -2.778 -1.349 -0.767 0.0 -0.1 0.1 0.14
H -4.017 -0.265 -1.444 0.0 0.2 0.0 0.14
H -5.297 -0.321 0.654 -0.1 -0.1 0.0 0.17
```
Forces are in eV/Å.

Computed properties:
HOMO-LUMO gap: 0.34715 Ha
SMILES: C/C(Cl)=C(/[PH4])Cl.O=C1OC[C@@H](F)O1.O=C1OC[C@@H](F)O1

A structure of composition C15H8I2NO5PdS2Se in a non-equilibrium geometry. Source: the OMol25 dataset; level of theory: ωB97M-V with the def2-TZVPD basis set.

Structure (XYZ):
```
35
Properties=species:S:1:pos:R:3:forces:R:3:lowdin_charge:R:1
Pd 0.148 0.533 0.356 -0.9 0.1 -1.6 0.80
I 0.269 -3.764 -2.456 0.0 0.0 0.0 0.89
C 1.753 -2.814 -1.351 0.0 0.1 0.0 -0.65
C 2.976 -3.460 -1.108 0.1 0.1 0.0 -0.23
C 3.969 -2.855 -0.385 0.1 -0.1 0.0 -0.67
I 5.761 -3.900 -0.075 -0.1 0.1 0.0 0.86
C 3.787 -1.550 0.135 0.0 0.1 0.0 -0.21
C 4.728 -0.806 0.886 0.0 0.0 0.0 -0.03
C 4.431 0.459 1.309 0.1 0.0 -0.1 -0.03
C 3.173 1.008 1.009 0.0 0.1 0.0 -0.12
N 2.287 0.342 0.321 0.0 -0.7 0.6 -0.01
C 2.554 -0.921 -0.112 0.0 0.0 -0.3 -0.13
C 1.497 -1.539 -0.873 0.1 0.1 0.1 -0.43
O 0.396 -0.879 -1.084 -0.1 -0.1 0.0 -0.26
H 3.126 -4.456 -1.502 0.0 0.0 0.0 0.07
H 5.685 -1.251 1.124 0.0 0.0 0.0 0.06
H 5.138 1.033 1.890 0.0 0.0 0.0 0.11
H 2.878 1.994 1.346 0.0 0.0 0.1 0.12
S 0.449 2.276 -1.100 0.0 -0.1 0.2 0.72
C -0.992 3.224 -0.723 0.1 -0.1 0.0 -0.67
C -1.015 4.603 -0.849 -0.1 0.1 0.0 -0.12
C -2.196 5.296 -0.599 0.1 0.0 0.0 -0.11
C -3.330 4.612 -0.191 -0.1 -0.1 0.0 -0.10
C -3.298 3.230 -0.032 -0.1 0.2 0.0 -0.11
C -2.134 2.536 -0.318 0.1 -0.3 -0.1 -0.67
S -2.044 0.779 -0.259 0.0 0.1 0.4 0.73
H -0.114 5.133 -1.131 0.0 0.0 0.0 0.10
H -2.214 6.374 -0.697 0.0 0.0 0.0 0.09
H -4.241 5.153 0.032 0.0 0.0 0.0 0.09
H -4.171 2.697 0.322 0.0 0.0 0.0 0.10
O -0.619 0.789 4.392 -0.1 -0.1 0.0 -0.44
Se 0.163 0.385 3.058 -0.6 0.6 0.1 0.80
O 1.736 0.084 3.212 0.2 -0.1 0.2 -0.46
O -0.587 -0.738 2.073 0.8 0.0 -0.3 -0.52
O -0.030 1.692 1.901 0.4 0.2 0.6 -0.57
```
Forces are in eV/Å.

Computed properties:
HOMO-LUMO gap: 0.24559 Ha
Energy above the lowest of the compared OMol25 structures with the same formula, charge and spin: 13.0 kcal per mole
Charge: -1

no.,E (eV)
1,-17647.2129
2,-85829.9540
3,-153152.5222
4,-61594.7726
5,-134109.7894